1.
85
Properties=species:S:1:pos:R:3:forces:R:3:mulliken_charge:R:1 method="wB97M-V/def2-TZVPD" total_energy_ev=-88224.658 spin_multiplicity=2 largest_force_ev_per_a=4.22 orbital_gap_ev="8.6 / 8.9"
C 2.8934 -3.3564 3.2386 0.17 0.24 -0.56 -1.03
C 2.2292 -3.1080 1.8100 -0.38 -0.22 0.95 0.05
C 0.8295 -2.4104 1.9896 0.52 -1.32 -0.38 -0.57
O 0.9218 -1.0334 2.3944 -0.83 -0.58 0.78 -0.41
N 1.6610 -0.2903 1.5083 0.36 1.57 -2.36 1.50
C 1.0568 -0.0394 0.2229 -0.03 -1.02 -3.54 -0.51
C 1.6761 -0.7288 -0.9389 -3.44 2.44 0.00 0.13
C 0.9829 -0.4536 -2.2025 0.62 -0.27 0.56 -0.80
C -0.1623 0.4209 -2.3488 1.80 -1.21 1.07 -0.50
N -0.7090 1.0312 -1.2676 1.33 -1.09 -0.35 -0.26
C -0.1128 0.7702 -0.0868 0.56 -0.15 1.72 -0.30
C 2.5334 0.7052 2.0796 1.60 -0.55 1.79 0.71
O 3.6322 -0.0176 2.6900 -0.43 0.32 -0.34 -0.66
C 3.1668 1.7656 1.1144 -1.84 1.13 0.28 -1.28
O 3.8134 1.2946 -0.0604 0.62 0.25 0.84 -0.29
C 5.1200 0.7861 0.1084 0.43 -1.83 -1.57 0.27
P 6.3854 1.9325 0.8972 -0.92 0.00 2.24 -0.16
P 8.2189 0.7182 0.9854 2.50 -1.24 -0.95 0.92
O 9.1763 0.9820 -0.1281 -0.69 -0.18 0.98 -0.59
O 7.7955 -0.9061 0.9776 -0.10 1.87 0.48 -0.48
O 9.0048 0.9556 2.4394 -1.17 -0.43 -1.53 -0.51
P 5.7198 0.3666 -1.6688 -0.81 0.47 -2.15 0.62
O 6.4199 -1.1320 -1.7504 -0.68 1.61 0.50 -0.54
O 4.3295 0.2916 -2.6061 1.40 -0.48 1.26 -0.48
S 6.8447 1.7215 -2.4683 0.07 -0.17 0.15 -0.31
O 2.0104 1.4305 3.2059 -0.18 -0.36 -1.72 -0.47
C 0.7512 2.0429 2.9418 -1.03 0.90 2.14 -0.14
C 0.3365 2.8009 4.2791 -0.90 -1.34 -0.50 -0.62
C -1.1705 3.2412 4.0967 0.49 -0.07 -0.06 -1.03
H 3.8734 -2.8182 3.3201 -0.88 -0.50 0.13 0.25
H 3.0805 -4.4480 3.4026 -0.15 0.97 -0.12 0.32
H 2.2092 -2.9811 4.0378 0.69 -0.26 -0.57 0.27
H 2.8780 -2.5075 1.1246 -0.52 -0.53 0.57 -0.26
H 2.0746 -4.1131 1.3446 -0.03 0.93 0.11 0.55
H 0.2914 -2.9382 2.8238 0.43 0.77 -0.71 0.53
H 0.2083 -2.5511 1.0607 0.54 0.51 0.72 0.21
H 2.5546 -1.3981 -0.8507 -0.75 0.62 -0.15 0.34
H 1.3758 -0.9577 -3.1187 -0.38 0.57 0.84 0.38
H -0.5705 0.5697 -3.3794 0.15 0.04 1.23 0.35
H -0.6005 1.2582 0.7976 0.44 -0.46 -0.99 0.23
H 3.7626 -0.8214 2.1610 -0.27 0.30 0.31 0.12
H 2.3237 2.4255 0.7561 0.89 -0.75 0.05 0.26
H 3.7853 2.4500 1.7627 -0.26 -1.08 -0.58 0.41
H 5.1113 -0.2140 0.6356 0.32 1.18 -0.10 0.30
H 6.6257 3.0957 0.0982 0.32 -1.16 -0.38 0.12
H 8.5957 -1.4417 0.8255 -0.28 0.32 -0.01 0.33
H 9.9246 0.6730 2.2485 -0.45 0.38 0.16 0.35
H 7.3682 -0.9337 -1.9114 -0.49 -0.21 0.07 0.39
H 4.5111 0.8604 -3.3816 0.00 -0.31 0.49 0.31
H 0.7454 2.8271 2.1421 0.21 -0.89 0.25 0.27
H -0.0622 1.2730 2.8009 0.95 0.66 -0.24 0.17
H 0.3422 2.0142 5.0866 0.39 0.97 -0.61 0.28
H 1.0346 3.6336 4.5281 -0.59 -0.64 -0.26 0.38
H -1.8726 2.3882 4.2875 0.72 0.65 -0.14 0.29
H -1.3156 3.5411 3.0252 -0.11 0.13 1.01 0.26
H -1.4395 4.0597 4.8062 0.14 -0.52 -0.77 0.35
C -7.2384 -1.5081 -1.2835 0.18 -0.10 0.28 -1.78
C -6.7839 -0.7869 -2.5735 -1.39 -1.41 0.79 1.69
C -5.8619 -1.7175 -3.3766 0.42 0.11 -0.11 -1.31
C -4.4906 -1.8917 -2.7334 -0.01 0.03 0.05 -0.77
C -3.8351 -0.5369 -2.4831 -0.20 -0.33 -0.41 -0.67
C -4.7271 0.4611 -1.7248 1.13 0.24 1.90 1.77
N -6.1279 0.5133 -2.2419 1.14 0.38 -3.31 0.39
O -6.1241 1.2529 -3.3433 -0.47 -0.16 1.28 -0.57
C -4.7491 0.1158 -0.2198 -0.05 -0.37 0.18 -1.72
C -4.0287 1.8351 -1.7674 -0.44 0.30 -0.48 -1.59
C -8.0964 -0.5911 -3.3566 0.22 0.62 -0.34 -1.79
H -7.9669 -2.2893 -1.5124 0.03 0.14 -0.19 0.47
H -6.4330 -2.0162 -0.7574 0.04 0.12 0.03 0.28
H -7.7198 -0.8123 -0.5926 0.08 0.02 -0.05 0.36
H -5.7272 -1.3240 -4.3907 -0.07 0.15 0.10 0.38
H -6.3326 -2.6984 -3.4941 -0.18 0.14 0.11 0.39
H -4.5686 -2.4558 -1.7988 -0.04 0.03 -0.01 0.31
H -3.8532 -2.4870 -3.3932 -0.01 0.01 0.05 0.43
H -2.8995 -0.6884 -1.9369 -0.12 0.23 0.12 -0.06
H -3.5544 -0.1134 -3.4543 -0.13 0.14 0.05 0.44
H -5.4688 0.7406 0.3146 -0.02 -0.04 -0.10 0.38
H -3.7699 0.2926 0.2327 0.00 0.09 -0.22 0.35
H -4.9777 -0.9277 -0.0118 -0.11 0.02 -0.03 0.28
H -3.8174 2.1653 -2.7860 -0.22 -0.04 0.03 0.34
H -3.0667 1.7956 -1.2550 -0.13 -0.30 0.01 0.30
H -4.6326 2.6030 -1.2761 -0.08 -0.08 -0.09 0.46
H -8.7885 0.0523 -2.8074 0.08 0.01 -0.02 0.44
H -8.5925 -1.5505 -3.5181 0.20 -0.05 0.21 0.42
H -7.9374 -0.1591 -4.3456 0.10 0.13 0.16 0.36

=====

2.
34
Properties=species:S:1:pos:R:3:forces:R:3:mulliken_charge:R:1 method="wB97M-V/def2-TZVPD" total_energy_ev=-254301.251 spin_multiplicity=3 largest_force_ev_per_a=1.57 charge=-2 orbital_gap_ev="5.3 / 5.7" de_lowest_kj_mol=0.00
W 0.0958 -0.3036 0.8381 0.28 -0.94 -1.22 0.24
S 3.1671 -1.8657 4.1184 -0.08 0.12 -0.07 -0.71
Sb 2.5254 -0.0740 2.8629 0.78 -0.01 0.55 0.93
S 0.1637 0.3550 3.1679 0.19 -0.07 -0.32 -0.48
S 2.3838 -0.8289 0.5470 -0.54 0.48 0.37 -0.44
S 3.6660 1.8877 2.9969 -0.06 -0.08 -0.02 -0.71
O -2.1211 -6.3249 -1.9652 0.01 0.01 0.00 -0.64
C -1.7402 -5.2739 -1.5018 -0.03 -0.03 -0.01 0.59
S -1.3750 -5.0200 0.2026 0.02 0.07 -0.03 -0.20
C -0.9260 -3.3211 0.0794 0.06 -0.17 0.11 0.18
C -0.9742 -2.7623 -1.1423 -0.06 0.05 -0.14 0.18
S -0.6296 -1.1035 -1.5213 0.24 0.07 0.47 -0.42
S -1.4855 -3.8107 -2.4565 -0.01 -0.02 -0.01 -0.21
S -0.4550 -2.5026 1.5505 -0.37 0.18 0.06 -0.26
C -3.3625 -0.9270 1.0765 0.21 -0.15 -0.01 -1.28
C -3.0386 0.4901 0.7557 -0.80 0.57 -0.03 1.16
C -4.1280 1.4013 0.6015 0.30 -0.35 0.09 -1.01
C -3.9168 2.7066 0.3051 0.07 0.16 -0.04 -0.93
C -2.5933 3.1694 0.1122 -0.46 0.27 -0.02 0.58
C -2.2224 4.4920 -0.2314 -0.18 -0.13 0.05 -0.03
Br -3.5721 5.8297 -0.4249 0.10 -0.02 0.00 -0.29
C -0.9136 4.8188 -0.4323 0.14 0.00 -0.02 -0.29
C 0.0961 3.8520 -0.3169 -0.35 0.23 -0.07 -0.29
Br 1.8717 4.3401 -0.6408 0.31 0.05 -0.04 -0.16
C -0.1940 2.5371 0.0161 -0.40 -0.08 0.22 1.06
O 0.6626 1.5940 0.1116 -0.06 -0.07 0.04 -0.68
C -1.5807 2.2252 0.2610 0.60 -0.17 -0.04 -0.03
N -1.8054 0.9188 0.6036 0.14 0.05 0.14 0.25
H -4.4344 -1.0331 1.2291 -0.03 -0.03 -0.03 0.42
H -2.8308 -1.2649 1.9648 -0.02 0.02 0.01 0.28
H -3.0420 -1.5745 0.2554 -0.02 -0.01 0.04 0.14
H -5.1317 1.0234 0.7369 -0.01 -0.02 0.00 0.34
H -4.7488 3.3896 0.2031 0.01 0.04 -0.01 0.32
H -0.6403 5.8322 -0.6916 0.01 0.00 0.00 0.39

=====

3.
13
Properties=species:S:1:pos:R:3:forces:R:3:mulliken_charge:R:1 method="wB97M-V/def2-TZVPD" total_energy_ev=-13327.550 spin_multiplicity=3 largest_force_ev_per_a=3.14 orbital_gap_ev="9.3 / 6.8" de_lowest_kj_mol=489.67
C -1.0133 -0.8653 0.0449 0.85 0.81 0.24 -0.48
C 0.8276 -1.7679 -0.7440 -0.16 1.36 -0.85 -0.18
C -0.1177 0.1816 -0.1023 -1.71 0.44 0.35 0.49
C 1.0139 -0.4328 -0.6793 -0.49 -0.04 0.90 -0.12
N -0.3560 1.5441 0.3139 2.25 -2.11 -0.59 -0.54
N 3.2282 0.0165 -1.8707 -0.90 0.27 1.14 0.73
O 3.8073 0.9330 -1.4097 0.84 0.33 -0.39 -0.40
O 3.3202 -0.7732 -2.7289 0.87 -0.50 -1.20 -0.39
O -0.4379 -2.0498 -0.3523 -0.76 0.15 0.67 -0.31
H -1.9868 -0.8233 0.5530 0.56 -0.58 -0.54 0.33
H 1.3811 -2.4708 -1.3067 0.25 -0.94 0.01 0.42
H -0.9179 1.6149 1.0963 -1.25 -0.06 1.78 0.23
H -0.6520 2.1843 -0.3572 -0.36 0.86 -1.53 0.22

=====

4.
15
Properties=species:S:1:pos:R:3:forces:R:3:mulliken_charge:R:1 method="wB97M-V/def2-TZVPD" total_energy_ev=-8840.895 largest_force_ev_per_a=5.25 charge=+1 orbital_gap_ev=7.2 de_lowest_kj_mol=372.96
C -1.7519 -1.3772 -0.8847 2.00 1.73 -1.79 -0.20
C 0.8923 1.3021 1.6893 0.12 1.28 -1.56 -0.86
C 1.0234 1.4010 0.3596 -1.55 -2.41 1.52 -0.22
C -0.4706 -0.9168 -0.0180 -2.34 3.65 2.95 -0.37
C 0.4348 0.3339 -0.4158 -1.38 -1.83 -3.39 0.80
N 0.8303 0.2070 -1.6770 0.07 1.14 0.15 -0.33
O -2.7430 -1.9237 -0.3272 0.06 0.14 -1.64 -0.16
H 1.3698 1.9808 2.3137 0.93 1.24 0.99 0.30
H 0.1841 0.7230 2.1838 -0.74 -1.58 0.52 0.23
H 1.5318 2.1551 -0.1525 1.09 0.92 -0.57 0.39
H -0.7523 -0.6859 1.0867 0.68 -1.21 -1.54 0.20
H 0.2901 -1.5865 -0.2139 1.19 -2.49 0.41 0.39
H 0.3939 -0.3065 -2.4362 -0.58 -0.78 0.78 0.29
H 1.5211 0.8138 -2.0916 0.23 0.51 0.41 0.24
H -2.7539 -2.1202 0.5838 0.22 -0.31 2.76 0.31

=====

5.
12
Properties=species:S:1:pos:R:3:forces:R:3:mulliken_charge:R:1 method="wB97M-V/def2-TZVPD" total_energy_ev=-6655.854 largest_force_ev_per_a=2.47 orbital_gap_ev=9.4 de_lowest_kj_mol=202.79
H -1.3687 -0.1414 2.6662 0.10 -1.41 -0.23 0.21
N -2.2703 -0.2023 2.1784 0.57 2.34 0.55 -0.58
C -2.1340 0.4488 1.0781 0.16 -1.50 0.40 0.06
N -1.0963 0.4331 0.1719 -0.79 1.43 -1.55 -0.36
H -3.0121 0.9814 0.7129 -0.10 -0.45 -0.58 0.27
H -0.0836 0.4349 0.1005 -0.04 -0.49 1.23 0.28
H -1.4014 0.8559 -0.6965 0.01 0.10 0.12 0.22
C 2.3553 -0.6781 -1.6239 -1.22 -0.50 0.33 -0.27
N 1.7722 0.0535 -0.7698 0.50 0.15 0.09 -0.48
H 1.8947 -0.7380 -2.6121 0.45 0.10 -0.07 0.25
H 3.1111 -1.4095 -1.3439 0.39 0.21 -0.26 0.22
H 2.2332 -0.0382 0.1382 -0.02 0.01 -0.01 0.20

=====

6.
46
Properties=species:S:1:pos:R:3:forces:R:3:mulliken_charge:R:1 method="wB97M-V/def2-TZVPD" total_energy_ev=-138294.433 largest_force_ev_per_a=3.17 charge=+1 orbital_gap_ev="4.9 / 4.9" de_lowest_kj_mol=0.00
Ru 0.9049 -0.5352 -0.4472 0.08 1.23 -1.27 0.59
O 1.0707 3.6545 1.2397 0.06 -0.02 0.03 -0.47
C 0.5124 2.4466 1.3760 -0.22 0.07 -0.14 0.16
O -0.6280 2.1826 1.1281 0.15 -0.03 0.11 -0.47
C 1.4732 1.4541 1.9646 -0.03 0.02 -0.02 0.71
C 2.1884 1.7905 3.1013 0.02 -0.04 0.03 -0.52
C 2.9219 0.8132 3.7558 -0.01 0.05 0.00 -0.46
C 2.9142 -0.4743 3.2509 -0.01 -0.05 -0.05 -0.49
C 2.2135 -0.7205 2.0866 0.07 -0.03 0.03 0.47
N 1.5113 0.2227 1.4390 0.04 0.03 0.10 0.04
C 2.1927 -2.1064 1.4862 0.02 0.00 0.59 0.16
O 2.6921 -3.0409 2.0409 -0.03 0.11 -0.22 -0.57
O 1.5553 -2.1773 0.3196 -0.45 0.31 -0.44 -0.54
H 0.3853 4.2677 0.9304 -0.02 0.01 -0.02 0.38
H 2.1456 2.8054 3.4685 0.00 0.01 -0.01 0.50
H 3.4793 1.0543 4.6504 0.00 0.00 0.00 0.47
H 3.4426 -1.2946 3.7154 0.00 0.00 0.01 0.54
Cl -2.2888 -0.5231 -6.4900 -0.11 -0.11 -0.34 -0.22
C -1.7449 -0.1411 -4.9203 0.16 0.16 0.51 0.77
C -2.1196 1.0578 -4.3477 0.06 -0.53 -0.50 -0.56
C -1.7017 1.4154 -3.0660 0.88 -0.79 0.88 -0.40
I -2.2884 3.1919 -2.2247 -0.06 0.17 0.06 0.17
C -0.8425 0.5541 -2.3461 -1.23 -0.33 -2.45 1.08
O -0.3793 0.8207 -1.1831 1.54 -0.89 2.63 -0.44
C -0.4673 -0.6926 -2.9568 -0.42 1.02 0.35 -0.25
N 0.3375 -1.4647 -2.1971 0.19 -0.30 0.19 -0.07
C 0.7092 -2.6543 -2.6465 0.03 0.09 0.11 -0.29
C 0.3018 -3.1181 -3.9002 -0.01 -0.05 -0.07 -1.10
C -0.4969 -2.3304 -4.6967 0.07 -0.06 0.07 -0.67
C -0.9101 -1.0744 -4.2226 -0.36 0.35 -0.41 0.27
H -2.7530 1.7283 -4.9115 -0.01 0.00 0.00 0.45
H 1.3499 -3.2328 -1.9916 -0.01 -0.03 -0.03 0.55
H 0.6257 -4.0943 -4.2316 0.00 0.00 0.02 0.46
H -0.8099 -2.6696 -5.6749 -0.01 0.00 0.00 0.49
F 3.2576 -2.0311 -6.8195 -0.01 0.05 0.12 -0.29
C 3.1768 -1.4730 -5.6227 0.01 -0.03 -0.10 0.57
C 3.8594 -2.0268 -4.5512 0.04 -0.04 0.03 0.39
F 4.5962 -3.1152 -4.7289 -0.03 0.05 0.03 -0.29
C 3.7419 -1.4517 -3.2963 0.06 -0.09 -0.02 0.46
F 4.3738 -2.0281 -2.2782 0.00 0.02 0.05 -0.35
C 2.9623 -0.3239 -3.0874 0.02 0.06 0.04 -0.31
Se 2.7981 0.4582 -1.3473 -0.45 -0.48 0.16 0.07
C 2.3042 0.2201 -4.1795 -0.21 0.25 -0.06 0.67
F 1.5259 1.2999 -4.0307 0.19 -0.14 -0.01 -0.45
C 2.3910 -0.3462 -5.4377 -0.07 0.05 -0.08 0.15
F 1.7078 0.1659 -6.4574 0.08 -0.05 0.12 -0.35